33
Properties=species:S:1:pos:R:3:mulliken_charge:R:1 method="wB97M-V/def2-TZVPD" total_charge=0 lumo_energy_ev=0.9 gap_ev=8.66 smiles=Cc1c[nH]c2ccccc12.CC(C)C total_energy_ha=-561.4316 spin_multiplicity=1
C 0.253 2.722 -2.414 -0.92
C 1.360 1.704 -2.471 0.25
C 2.669 1.710 -2.939 -0.68
N 3.262 0.465 -2.636 -0.08
C 2.446 -0.328 -1.860 -0.07
C 2.765 -1.489 -1.282 -0.81
C 1.678 -2.056 -0.604 -0.84
C 0.415 -1.455 -0.597 -0.62
C 0.118 -0.213 -1.223 -0.45
C 1.193 0.375 -1.794 1.62
H 0.530 3.698 -1.903 0.26
H -0.648 2.227 -1.865 0.19
H 0.074 2.926 -3.549 0.25
H 3.316 2.562 -3.240 0.35
H 4.095 0.133 -3.079 0.21
H 3.746 -2.044 -1.155 0.28
H 1.835 -2.795 0.009 0.60
H -0.242 -1.922 0.120 0.49
H -0.986 0.256 -1.023 0.04
C -3.376 -0.822 2.240 -1.57
C -1.860 -0.660 2.192 1.64
C -1.533 0.765 1.823 -1.58
C -1.165 -1.318 3.302 -1.38
H -3.875 -0.247 3.025 0.36
H -3.621 -1.861 2.357 0.43
H -3.807 -0.407 1.243 0.31
H -1.520 -1.209 1.296 -0.45
H -1.526 1.488 2.604 0.48
H -0.487 0.942 1.529 0.39
H -2.208 1.313 1.117 0.30
H -1.743 -2.162 3.756 0.34
H -0.193 -1.706 2.993 0.33
H -0.965 -0.592 4.029 0.33